Density functional theory data (ωB97M-V/def2-TZVPD) for a cluster of 2 separate species, C2H3O3S in total at a distorted geometry.

## Properties
Energy relative to the best compared isomer or geometry (same formula, charge and spin) in kJ/mol: 279.3
Calculated total energy in Eh: -701.888466
Net charge: -1
Frontier orbital gap in Eh: 0.309
Max |F| in eV Å⁻¹: 3.04
HOMO energy in eV: -5.0

```
9
Properties=species:S:1:pos:R:3:forces:R:3:lowdin_charge:R:1
C 3.639 0.408 0.872 2.951 0.726 -0.170 -0.0539
C 2.512 0.376 0.485 -0.903 0.256 -0.111 -0.0119
O -3.656 -1.148 -0.171 0.309 -0.936 0.256 -0.4531
O -2.080 0.527 0.533 1.643 0.885 2.158 -0.4409
O -1.328 -1.251 -1.044 -0.797 0.844 0.674 -0.4457
S -2.411 -0.445 -0.453 -1.720 -0.208 -2.217 0.3183
H -2.913 0.457 -1.354 0.660 -0.544 -0.869 0.0237
H 4.746 0.617 0.962 -2.143 -0.671 0.165 0.0365
H 1.492 0.459 0.170 0.001 -0.352 0.114 0.0270
```
Positions in Å, forces in eV/Å.